Computed, not measured: a cluster of 7 separate species, C55H87N3O15S in total, with the ωB97M-V functional and the def2-TZVPD basis.

Calculated values
Max |F| = 0.5 eV/Å
Structure (SMILES) = [H]/N=C(/C)Cc1nc2ccc(CCCCCCCCCCCCCCCC)c(CCCS(=O)(=O)O)c2nc1C.O=C1CCCO1.O=C1CCCO1.O=C1CCCO1.O=C1CCCO1.O=C1CCCO1.O=C1CCCO1
HOMO-LUMO gap = 8.6 eV

The geometry in XYZ format:
```
161
C55H87N3O15S the ωB97M-V functional and the def2-TZVPD basis
S -8.639 -1.124 1.292
O -9.180 -2.012 2.279
O -4.887 2.134 -4.522
O 3.042 -2.435 -2.304
O 6.897 -5.323 -3.312
O 4.085 3.415 -4.756
O -3.599 3.124 -2.989
O 6.761 -3.623 -4.755
O 5.843 2.624 -5.874
O 1.882 6.104 -1.560
O -8.650 0.363 1.878
O 0.890 4.292 2.911
O -9.204 -1.100 -0.028
O 4.308 -0.722 -2.973
O -0.726 2.982 3.722
O 3.652 7.042 -2.548
N -4.074 -3.103 3.066
N -2.545 -1.102 4.247
N 0.122 -2.292 5.692
C -3.419 -1.545 -2.098
C -0.560 -0.768 7.407
C -7.026 2.836 -3.831
C -0.044 -0.905 -1.706
C 4.523 0.014 -4.195
C -5.041 -2.920 0.422
C 1.969 5.891 -3.892
C 2.627 6.430 -2.640
C 6.313 4.320 -4.319
C 0.579 -4.193 2.205
C 3.000 0.298 3.181
C -4.672 2.994 -3.500
C -4.184 -0.596 -1.144
C -4.065 -4.452 5.049
C -1.276 -0.105 -2.103
C 6.586 -3.206 -2.356
C -0.733 5.191 4.509
C -2.690 0.196 2.253
C 3.071 -1.790 -4.656
C -3.800 -0.737 0.308
C -3.648 -3.219 4.296
C -6.892 -1.293 1.202
C 1.043 -0.032 -1.091
C -4.159 -1.860 1.011
C 7.060 -4.163 -1.264
C -2.268 -2.326 6.291
C 3.024 -3.569 2.708
C 1.765 -4.346 3.156
C 5.261 3.450 -4.976
C -2.828 -2.201 4.893
C 0.545 5.580 -3.429
C 3.441 -1.729 -3.188
C 0.617 0.677 0.198
C -1.863 3.109 4.586
C -6.565 -2.645 0.571
C 4.171 -0.958 -5.316
C -5.967 3.707 -3.155
C -2.989 -0.967 2.971
C -3.077 0.298 0.953
C 1.693 0.768 2.546
C -1.573 4.331 5.453
C -6.241 2.244 -4.997
C 7.275 2.783 -5.844
C 0.187 -2.733 1.940
C -3.735 -1.994 2.355
C -0.828 -1.835 6.391
C 6.746 -5.518 -1.892
C 0.766 5.281 -1.949
C -0.062 4.160 3.618
C -2.304 -0.894 -2.915
C 3.521 -1.023 2.574
C 1.816 1.115 1.059
C 6.759 -4.015 -3.623
C 3.298 -2.252 3.470
C 7.509 4.173 -5.260
H 2.726 0.675 0.644
H 2.937 -3.353 1.640
H -5.922 4.712 -3.580
H 2.023 -5.405 3.229
H 0.069 4.757 -3.958
H -6.576 1.253 -5.292
H -4.816 -3.046 -0.636
H -1.956 2.184 5.151
H 7.648 2.663 -6.858
H 7.422 -6.312 -1.587
H -6.525 -1.237 2.226
H -0.080 5.537 -1.317
H -2.742 -0.260 -3.689
H 0.512 -0.604 7.489
H 2.023 6.624 -4.692
H -2.138 0.980 2.747
H 0.018 5.795 5.010
H -5.249 -0.836 -1.232
H 3.864 -0.448 -6.226
H -6.531 -0.438 0.631
H 5.527 -2.966 -2.253
H -4.204 -4.256 6.111
H -0.047 0.035 0.786
H 0.431 -2.111 2.803
H -7.915 3.375 -4.150
H 0.822 -4.683 1.258
H -3.028 -2.387 -1.523
H 8.137 -4.061 -1.122
H -1.725 0.295 -1.197
H -2.897 -1.750 6.972
H -5.006 -4.802 4.635
H -0.953 -1.060 8.382
H 2.834 0.145 4.251
H 3.880 -4.234 2.830
H -2.265 -3.365 6.620
H 4.584 -0.925 2.345
H 1.463 -4.000 4.147
H 0.366 -1.425 -2.576
H -3.321 -5.242 4.939
H 3.875 0.893 -4.186
H 2.509 4.990 -4.185
H -1.344 5.837 3.876
H 5.946 5.337 -4.212
H -0.317 -1.679 -0.980
H 7.160 -2.286 -2.410
H -9.576 0.631 1.986
H -0.887 -2.624 1.767
H 2.084 -1.338 -4.773
H -1.047 0.159 7.098
H -2.755 3.235 3.968
H -0.208 -2.994 5.025
H 1.036 4.237 -1.774
H 5.560 0.339 -4.221
H 1.947 2.197 0.983
H -7.337 2.040 -3.154
H 0.709 -2.332 1.071
H 3.756 1.083 3.096
H -6.079 3.781 -2.078
H -2.834 1.191 0.393
H 3.037 -2.823 -4.991
H 1.941 -0.621 -0.898
H -0.085 6.464 -3.538
H 3.023 -1.201 1.617
H 2.489 -2.058 4.178
H -0.968 4.037 6.312
H 7.451 4.920 -6.052
H -7.052 -2.718 -0.401
H -6.243 2.896 -5.873
H 1.319 0.735 -1.825
H 4.194 -2.398 4.078
H -4.836 -3.869 0.908
H -1.782 -1.703 -3.437
H -0.954 0.767 -2.682
H 5.718 -5.831 -1.701
H 7.692 1.992 -5.216
H -0.282 -4.735 2.611
H 6.575 -4.019 -0.302
H 0.948 -0.017 2.699
H 1.345 1.645 3.090
H -4.074 0.439 -1.468
H 6.512 3.910 -3.328
H 8.477 4.269 -4.774
H -7.004 -3.412 1.209
H 5.030 -1.590 -5.545
H -4.138 -1.967 -2.806
H -2.476 4.811 5.823
H 0.028 1.563 -0.059
```